The molecule C4H5FO2 at a distorted geometry, computed with ωB97M-V/def2-TZVPD.

Properties
Structure (SMILES): C/C(F)=C/C(=O)O
Lowest unoccupied orbital energy, eV: 0.59
Relative energy (zero: lowest compared OMol25 entry of this formula, charge and spin), kJ/mol: 30.1
Charge: 0

Last column: Mulliken charge in e.
Geometry (Å):
C 2.14503 -0.26499 0.03606  -1.01
C 0.77891 0.25924 -0.00749  0.56
C -0.45619 -0.35734 -0.05475  -0.45
C -1.78294 0.32340 -0.03497  0.69
H 2.66876 0.20492 0.91973  0.29
H 2.16289 -1.34837 0.12316  0.31
H 2.67994 0.04088 -0.87896  0.28
H -0.48425 -1.45155 -0.19946  0.27
H -3.57190 0.02938 0.17618  0.33
O -2.82380 -0.54085 -0.03206  -0.45
O -2.02011 1.53093 0.03446  -0.59
F 0.70366 1.57435 -0.08190  -0.24